Computed, not measured: a structure of composition C37H28F20GeN2O2PtSTe at a distorted geometry, with ωB97M-V with the def2-TZVPD basis set.

Geometry (Å):
Pt -1.18273 -1.31535 -1.87570
C 5.67912 -0.83144 -0.36205
C 4.97137 -0.26450 -1.60074
C 5.31772 1.22197 -1.73099
C 5.45449 -1.00401 -2.86232
C 3.47567 -0.50092 -1.50731
C 2.97044 -1.74245 -1.14722
C 1.61262 -1.98956 -1.20325
N 0.75149 -1.04020 -1.55499
C 1.19507 0.20536 -1.82542
C 2.54309 0.48817 -1.82809
C 0.13190 1.19226 -2.06691
C 0.32325 2.55747 -2.13711
C -0.76102 3.42148 -2.28617
C -2.01827 2.83852 -2.41125
C -2.15269 1.46742 -2.32908
N -1.10901 0.66810 -2.13403
C -0.53831 4.92476 -2.29029
C 0.19111 5.31370 -0.99323
C -1.85507 5.69958 -2.35784
C 0.31869 5.28777 -3.51342
H 6.72745 -0.53247 -0.37295
H 5.64699 -1.92095 -0.34334
H 5.22528 -0.45394 0.55598
H 6.40087 1.34005 -1.72951
H 4.91569 1.79925 -0.89517
H 4.94503 1.63802 -2.66867
H 6.53947 -0.92551 -2.95092
H 5.00029 -0.57432 -3.75665
H 5.18460 -2.05971 -2.82368
H 3.62136 -2.55674 -0.86561
H 1.21163 -2.96554 -0.96859
H 2.86418 1.48324 -2.09372
H 1.32755 2.94728 -2.06211
H -2.90602 3.43481 -2.55589
H -3.11527 0.98183 -2.41326
H -0.38533 4.99289 -0.12366
H 0.31008 6.39666 -0.94551
H 1.18199 4.86341 -0.93252
H -2.50666 5.45052 -1.51852
H -2.38681 5.50847 -3.29157
H -1.64167 6.76723 -2.30970
H 1.29880 4.81085 -3.47596
H 0.46631 6.36783 -3.55255
H -0.17739 4.97482 -4.43363
F -1.47399 -3.73485 0.86727
C -1.15667 -3.90095 2.15254
C -1.16659 -2.80736 2.99932
C -0.84836 -3.00940 4.32983
F -0.87492 -1.96168 5.16879
C -0.52324 -4.25800 4.82130
F -0.22757 -4.43653 6.10713
C -0.50903 -5.33614 3.94929
F -0.19090 -6.54113 4.40277
C -0.82521 -5.16579 2.61034
F -0.80853 -6.21145 1.79199
Ge -1.63784 -0.97814 2.42133
S -2.27271 -0.49309 0.42614
C -3.22471 -0.34320 3.43027
C -3.55877 1.00027 3.37236
F -2.69846 1.86217 2.81211
C -4.75282 1.48647 3.86531
F -5.05991 2.78052 3.77257
C -5.64875 0.60575 4.45147
F -6.79611 1.05714 4.94214
C -5.35245 -0.74508 4.51688
F -6.22298 -1.59028 5.06526
C -4.15452 -1.19908 3.99227
F -3.90986 -2.51618 4.02622
C -0.03136 0.06585 2.96341
C 1.09317 -0.04267 2.16828
F 1.05089 -0.86076 1.10258
C 2.25919 0.65172 2.42304
F 3.31952 0.53967 1.61819
C 2.31204 1.47665 3.53451
F 3.42346 2.15023 3.80658
C 1.20814 1.59885 4.36288
F 1.27177 2.38818 5.43310
C 0.05033 0.89827 4.06544
F -0.99430 1.03355 4.88480
C -3.87743 -2.83682 -2.37367
O -3.33568 -1.50477 -2.14363
H -4.96486 -2.76803 -2.37196
H -3.53782 -3.52862 -1.60593
H -3.53064 -3.17058 -3.34631
H -3.62943 -1.23314 -1.25299
F -2.00398 -3.84736 -4.67362
Te -0.41018 -3.97230 -3.41294
F -1.45275 -5.59585 -3.08758
F 0.84262 -5.08288 -2.35210
F -0.63279 -1.89483 -4.07466
F 1.45867 -3.07808 -3.58302
O -1.06104 -3.31641 -1.83410

Values from the calculation:
spin multiplicity	3
highest occupied orbital energy (alpha / beta)	-8.3576 / -9.3032	eV
HOMO-LUMO gap (alpha / beta)	6.98 / 7.10	eV

These are the Löwdin partial charges, in e, on atoms 1 to 6: 1.263, -0.036, -0.548, -0.054, -0.024, -0.133

Computed, not measured: an isolated molecule of C3H4N2 at a distorted geometry, with ωB97M-V with the def2-TZVPD basis set.

Geometry (Å):
C 1.11461 1.26090 -0.10286
C 0.06594 -0.95768 0.44561
C -0.82209 -0.15215 -0.39791
N 1.24091 2.36591 0.10433
N 0.60516 -0.17244 -0.58426
H 0.18008 -0.56767 1.39986
H 0.15754 -2.05515 0.32448
H -1.38523 -0.56843 -1.16153
H -1.15693 0.84670 -0.02773

Values from the calculation:
highest occupied orbital energy	-10.7183	eV
HOMO-LUMO gap	11.53	eV
relative energy (zero: lowest compared OMol25 entry of this formula, charge and spin)	69.3	kcal/mol

These are the Löwdin partial charges, in e, on atoms 1 to 6: -0.181, -0.172, -0.149, 0.122, -0.047, 0.089

Computed, not measured: a cluster of 2 separate species, CH10NSi2 in total at a distorted geometry, with ωB97M-V with the def2-TZVPD basis set.

Geometry (Å):
C -0.07757 0.01333 0.06868
N 0.59494 0.12562 1.37650
Si -0.70771 -1.73988 -0.36674
Si -0.32436 1.68129 -0.83687
H 1.87345 -0.38124 -1.27000
H 1.25381 0.91914 1.38185
H 1.09527 -0.74508 1.60938
H -0.10329 0.29075 2.11714
H -2.03869 -1.83078 0.24454
H -0.70745 -1.89649 -1.80477
H 0.23529 -2.59396 0.37407
H 0.83109 2.44695 -0.35377
H -1.55377 2.24786 -0.27424
H -0.37100 1.46250 -2.26577

Values from the calculation:
highest occupied orbital energy (alpha / beta)	-13.9280 / -14.9258	eV
HOMO-LUMO gap (alpha / beta)	8.89 / 9.45	eV
relative energy (zero: lowest compared OMol25 entry of this formula, charge and spin)	74.9	kcal/mol
net charge	+1

These are the Löwdin partial charges, in e, on atoms 1 to 6: -0.613, 0.078, 0.625, 0.625, 0.191, 0.141

Computed, not measured: a cluster of 2 separate species, C20H22NS3 in total at a distorted geometry, with ωB97M-V with the def2-TZVPD basis set.

Geometry (Å):
C 3.14222 1.33554 3.47820
S 2.51718 0.43920 2.03821
C 3.97321 -0.61728 1.69670
C 1.33334 -0.56678 2.78649
C -0.00075 -0.43975 2.34332
C -0.94305 -1.51346 2.48059
C -2.29688 -1.26886 2.31139
C -2.76506 0.03093 2.04487
C -4.17563 0.29992 2.00685
N -5.32255 0.53633 2.02559
C -1.83973 1.04353 1.74535
C -0.48192 0.81072 1.85729
H 2.29567 1.99611 3.73658
H 3.34828 0.54905 4.22718
H 4.05217 1.93196 3.30743
H 3.81320 -0.96019 0.66504
H 4.87444 0.00723 1.75495
H 4.01453 -1.46268 2.38953
H 1.66941 -1.47415 3.27141
H -0.57250 -2.50882 2.73241
H -3.02857 -2.07565 2.40707
H -2.20738 2.02390 1.42642
H 0.22425 1.61178 1.62372
C 2.76729 -3.47476 6.81900
C 3.62121 -2.38428 6.64866
C 3.10416 -1.13103 6.33080
C 1.71617 -0.95666 6.14685
C 1.18701 0.35854 5.74495
S -0.46580 0.52143 5.41149
C -0.97518 2.27011 5.71176
C -0.06359 3.15204 6.53656
C 1.33958 3.24131 5.97206
S 2.22504 1.65888 6.17578
C 0.86237 -2.05695 6.33745
C 1.38622 -3.29622 6.70484
H 3.17193 -4.44281 7.11392
H 4.69752 -2.49757 6.78981
H 3.79725 -0.28865 6.21215
H -1.12865 2.68018 4.69935
H -1.95212 2.17863 6.21306
H -0.48118 4.16369 6.50113
H -0.02459 2.81656 7.57913
H 1.36766 3.64085 4.94637
H 1.97169 3.87864 6.61181
H -0.21709 -1.93414 6.20524
H 0.70570 -4.11872 6.92352

Values from the calculation:
highest occupied orbital energy	-9.7255	eV
HOMO-LUMO gap	4.76	eV
net charge	+1

These are the Löwdin partial charges, in e, on atoms 1 to 6: -0.323, 1.036, -0.229, -0.400, -0.372, -0.039

Computed, not measured: an isolated molecule of C23H21N5O4S at a distorted geometry, with ωB97M-V with the def2-TZVPD basis set.

Geometry (Å):
C 0.58441 3.16858 0.22371
C 0.35952 2.17262 1.30239
C 1.25968 1.61148 2.15654
C 0.55265 0.70485 2.99782
C -0.78576 0.77395 2.61595
N -0.88309 1.65172 1.58662
C -2.09433 2.04211 0.90870
C -2.18010 1.50447 -0.50141
C -2.38926 2.36597 -1.56637
C -2.49775 1.90798 -2.87731
C -2.39203 0.55392 -3.07569
C -2.18476 -0.32218 -2.00807
C -2.06774 0.12651 -0.71730
H -1.89588 -0.55834 0.09549
O -2.15025 -1.60756 -2.47944
C -2.30640 -1.51051 -3.88240
O -2.47244 -0.15649 -4.23971
H -3.19389 -2.08483 -4.19169
H -1.41437 -1.92071 -4.38092
H -2.65904 2.58222 -3.70083
H -2.47569 3.42591 -1.38158
H -2.14735 3.13498 0.88351
H -2.94383 1.67452 1.49033
C -1.94616 0.04122 3.18275
H -2.61374 0.72687 3.70680
H -1.58076 -0.68373 3.90507
H -2.51942 -0.47428 2.41203
C 1.09477 -0.16765 4.01766
O 0.43229 -0.71103 4.88140
C 2.58473 -0.47559 3.90496
H 2.91840 -1.02245 4.78569
H 3.21172 0.39129 3.71908
S 2.77958 -1.61214 2.48108
C 3.29364 -0.49262 1.26468
N 4.11243 0.52716 1.43242
N 4.28039 1.06834 0.23893
N 3.63308 0.44821 -0.65335
N 2.97095 -0.55545 -0.05932
C 2.12182 -1.41362 -0.77039
C 0.95781 -1.90731 -0.19595
C 0.14249 -2.74583 -0.92793
C 0.46855 -3.08035 -2.23869
C 1.62411 -2.55831 -2.81603
C 2.44775 -1.72975 -2.08496
H 3.34380 -1.31560 -2.51933
H 1.86137 -2.81883 -3.83488
O -0.31090 -3.89819 -2.98635
H -1.10069 -4.13959 -2.48683
H -0.76300 -3.13720 -0.48694
H 0.68892 -1.63805 0.81281
H 2.29902 1.86381 2.21177
H 0.25582 2.78012 -0.74021
H 0.04349 4.09469 0.42159
H 1.64543 3.39470 0.16411

Values from the calculation:
highest occupied orbital energy	-8.1759	eV
HOMO-LUMO gap	8.58	eV
relative energy (zero: lowest compared OMol25 entry of this formula, charge and spin)	27.5	kcal/mol

These are the Löwdin partial charges, in e, on atoms 1 to 6: -0.011, -0.255, 0.002, -0.135, -0.202, -0.005

Computed, not measured: an isolated molecule of CH5N3OS at a distorted geometry, with ωB97M-V with the def2-TZVPD basis set.

Geometry (Å):
C 0.31239 -0.00086 -0.45228
N -0.35270 -0.83862 0.52847
N -0.16870 1.32942 -0.58785
N 2.00451 2.20108 0.57410
O -0.01202 -0.24884 1.76494
S 0.66633 2.60393 0.18213
H 1.43969 0.14830 -0.28344
H 0.19400 -0.40191 -1.37924
H -1.41953 -0.87223 0.62584
H -1.09572 1.48032 -0.48261
H 0.91858 -0.30253 1.96785

Values from the calculation:
highest occupied orbital energy	-9.1168	eV
HOMO-LUMO gap	9.04	eV
relative energy (zero: lowest compared OMol25 entry of this formula, charge and spin)	85.3	kcal/mol

These are the Löwdin partial charges, in e, on atoms 1 to 6: -0.327, -0.083, -0.307, -0.443, -0.121, 0.835